#A
60
Properties=species:S:1:pos:R:3 method="wB97M-V/def2-TZVPD" total_charge=0
C 2.490 5.114 -2.438
C 2.245 4.198 -1.279
C 0.947 3.887 -0.887
C 0.713 3.062 0.195
C 1.773 2.524 0.915
C 1.497 1.601 2.071
N 0.894 0.366 1.611
C -0.355 -0.007 1.932
O -1.103 0.646 2.634
C -0.770 -1.363 1.357
C -0.247 -2.498 2.270
C 1.222 -2.401 2.502
C 1.846 -2.101 3.677
N 3.202 -2.046 3.493
C 3.483 -2.313 2.184
C 4.698 -2.365 1.513
C 4.671 -2.654 0.166
C 3.466 -2.891 -0.502
C 2.258 -2.842 0.156
C 2.253 -2.544 1.520
N -2.208 -1.403 1.280
C -2.856 -1.780 0.158
O -2.336 -2.281 -0.808
O -4.187 -1.557 0.288
C -4.970 -1.882 -0.853
C -4.831 -0.873 -1.965
C -4.490 0.443 -1.689
C -4.369 1.364 -2.715
C -4.598 0.980 -4.024
C -4.944 -0.332 -4.305
C -5.055 -1.255 -3.281
C 3.069 2.823 0.522
C 3.301 3.655 -0.559
H 1.783 4.918 -3.241
H 2.362 6.151 -2.126
H 3.501 4.997 -2.821
H 0.114 4.299 -1.438
H -0.299 2.827 0.491
H 2.422 1.372 2.610
H 0.779 2.052 2.762
H 1.447 -0.219 1.003
H -0.377 -1.490 0.343
H -0.772 -2.440 3.225
H -0.497 -3.449 1.793
H 1.416 -1.921 4.643
H 3.881 -1.873 4.213
H 5.629 -2.189 2.032
H 5.597 -2.703 -0.387
H 3.490 -3.120 -1.557
H 1.334 -3.037 -0.369
H -2.700 -0.865 1.981
H -6.002 -1.907 -0.486
H -4.689 -2.876 -1.218
H -4.314 0.744 -0.666
H -4.097 2.385 -2.489
H -4.505 1.698 -4.825
H -5.120 -0.638 -5.326
H -5.315 -2.280 -3.503
H 3.905 2.407 1.068
H 4.317 3.883 -0.849

***

#B
60
Properties=species:S:1:pos:R:3 method="wB97M-V/def2-TZVPD" total_charge=0
H -1.486 0.197 2.516
N -2.100 0.897 2.118
C -1.552 1.623 1.225
C -0.192 1.583 0.725
C 0.176 2.453 -0.250
N -0.657 3.397 -0.772
C -1.861 3.414 -0.319
N -2.355 2.605 0.627
C -3.760 2.620 0.988
C -4.483 1.497 0.285
C -4.624 1.521 -1.097
C -5.255 0.480 -1.755
C -5.750 -0.595 -1.036
C -5.608 -0.626 0.341
C -4.974 0.414 0.999
O 1.421 2.488 -0.803
C 2.383 1.717 -0.240
C 2.154 0.833 0.747
C 3.247 0.090 1.371
O 3.063 -0.689 2.285
C 4.638 0.390 0.850
C 4.666 0.768 -0.633
C 6.088 1.156 -1.044
C 4.198 -0.414 -1.486
C 3.734 1.970 -0.826
C 0.752 0.521 1.222
C 0.337 -0.836 0.687
C 0.193 -1.927 1.526
C -0.178 -3.166 1.032
C -0.412 -3.328 -0.328
O -0.784 -4.496 -0.926
C -0.955 -5.636 -0.121
C -0.261 -2.232 -1.179
C 0.109 -1.006 -0.675
H -2.534 4.155 -0.731
H -4.178 3.590 0.705
H -3.822 2.478 2.068
H -4.234 2.355 -1.664
H -5.359 0.508 -2.830
H -6.241 -1.408 -1.550
H -5.987 -1.465 0.904
H -4.844 0.384 2.069
H 5.271 -0.477 1.046
H 5.027 1.221 1.447
H 6.764 0.316 -0.906
H 6.115 1.448 -2.091
H 6.452 1.989 -0.446
H 3.190 -0.718 -1.215
H 4.859 -1.265 -1.341
H 4.208 -0.149 -2.541
H 3.611 2.210 -1.884
H 4.166 2.853 -0.343
H 0.751 0.481 2.319
H 0.389 -1.820 2.583
H -0.277 -3.993 1.717
H -0.026 -5.913 0.388
H -1.746 -5.488 0.622
H -1.246 -6.436 -0.800
H -0.442 -2.371 -2.233
H 0.221 -0.168 -1.349

***

What are the relative energies? In kJ/mol: #A 0.0; #B 161.4.

***

#A
23
Properties=species:S:1:pos:R:3 method="wB97M-V/def2-TZVPD" total_charge=0
C -3.493 0.145 1.393
C -2.742 0.083 0.463
C -1.349 0.042 -0.520
O -1.738 -0.627 -1.725
O -0.866 1.262 -0.857
C 0.534 1.473 -0.514
C 1.003 0.157 0.156
C 1.741 0.290 1.494
C 1.955 -0.570 -0.965
C -0.287 -0.709 0.239
O -0.232 -2.057 -0.155
H -4.130 0.342 2.099
H -2.301 0.027 -2.150
H 0.598 2.293 0.248
H 0.983 2.001 -1.423
H 1.932 -0.742 1.918
H 1.069 0.693 2.268
H 2.589 0.909 1.485
H 1.146 -0.721 -1.777
H 2.309 -1.578 -0.650
H 2.732 0.064 -1.355
H -0.711 -0.746 1.361
H -0.745 -2.032 -1.033

***

#B
23
Properties=species:S:1:pos:R:3 method="wB97M-V/def2-TZVPD" total_charge=0
C 1.680 2.198 1.167
C 0.670 1.402 1.593
C -0.271 1.975 2.640
C 0.443 0.067 1.015
O -0.426 -0.650 1.552
O 1.246 -0.308 -0.069
C 0.908 -1.566 -0.738
C -0.392 -1.471 -1.548
C -0.425 -0.307 -2.552
C -1.739 -1.949 -0.885
O -1.029 -2.702 -1.881
H 1.853 3.206 1.519
H 2.434 1.931 0.453
H -0.300 1.378 3.545
H 0.015 2.988 2.925
H -1.282 1.971 2.212
H 1.722 -1.787 -1.469
H 0.775 -2.360 0.013
H -0.786 0.577 -2.065
H -1.135 -0.545 -3.357
H 0.580 -0.107 -2.947
H -1.843 -2.495 0.037
H -2.697 -1.446 -1.158

***

What are the relative energies? In kJ/mol: #A 202.3; #B 0.0.

***

#A
12
Properties=species:S:1:pos:R:3 method="wB97M-V/def2-TZVPD" total_charge=0
C 1.067 -1.058 -0.506
S 2.105 0.374 -0.067
C 0.663 -0.388 0.718
C -0.636 0.421 0.729
C -1.101 1.079 -0.535
S -2.097 -0.398 -0.057
H 1.551 -2.034 -0.488
H 0.470 -0.935 -1.385
H 0.878 -0.848 1.640
H -0.891 0.910 1.656
H -0.456 0.957 -1.383
H -1.636 2.013 -0.479

***

#B
12
Properties=species:S:1:pos:R:3 method="wB97M-V/def2-TZVPD" total_charge=0
S 2.631 0.014 -0.094
C 1.077 -0.385 0.475
C -0.213 -0.480 -0.323
C -1.387 -1.289 -0.058
C -2.449 -0.197 0.097
S -1.000 1.227 0.005
H 0.777 -0.769 1.528
H 0.068 -0.430 -1.329
H -1.772 -1.905 -1.034
H -1.174 -1.925 0.886
H -3.257 -0.464 -0.835
H -2.898 -0.272 1.073

***

What are the relative energies? In kJ/mol: #A 0.0; #B 215.7.

***

#A
7
Properties=species:S:1:pos:R:3 method="wB97M-V/def2-TZVPD" total_charge=0
C -1.385 0.040 -0.084
N 1.460 0.191 0.165
O 1.891 1.303 0.236
O 1.979 -0.877 0.168
F -1.318 -0.005 -1.394
Cl -1.739 -1.450 0.540
H -0.888 0.797 0.370

***

#B
7
Properties=species:S:1:pos:R:3 method="wB97M-V/def2-TZVPD" total_charge=0
O 1.316 -0.375 1.221
N 0.986 0.302 0.347
O 1.512 1.142 -0.304
C -0.699 -0.065 -0.255
F -0.606 -0.274 -1.521
Cl -1.078 -1.475 0.714
H -1.431 0.744 -0.203

***

What are the relative energies? In kJ/mol: #A 158.4; #B 0.0.

***

#A
16
Properties=species:S:1:pos:R:3 method="wB97M-V/def2-TZVPD" total_charge=+1
C 2.163 -0.675 -0.148
C -2.166 -0.113 -0.819
C -0.060 -0.900 0.785
N 0.755 -0.684 -0.174
O -0.147 1.793 0.967
S -1.775 -0.659 0.809
H 2.601 -1.088 -1.054
H 2.363 0.459 -0.284
H 2.665 -1.074 0.685
H -1.484 0.611 -1.239
H -3.207 0.344 -0.649
H -2.420 -1.000 -1.485
H 0.345 -1.295 1.742
H 0.314 -0.237 -0.937
H 0.656 1.940 0.471
H -0.603 2.577 1.330

***

#B
16
Properties=species:S:1:pos:R:3 method="wB97M-V/def2-TZVPD" total_charge=+1
C 1.326 1.197 0.147
C -0.684 0.301 -1.064
C 0.633 0.067 -0.402
N -1.280 -0.903 -1.532
O 1.069 -1.145 -0.365
S -0.537 -0.292 2.311
H 0.498 1.720 0.750
H 2.162 0.979 0.755
H 1.625 2.014 -0.552
H -0.215 0.830 -1.910
H -1.375 1.048 -0.683
H -0.790 -1.523 1.872
H -0.918 -1.804 -1.177
H -2.207 -0.832 -1.980
H 1.843 -1.157 0.320
H -1.150 -0.501 3.507

***

#C
16
Properties=species:S:1:pos:R:3 method="wB97M-V/def2-TZVPD" total_charge=+1
C 0.692 1.140 0.565
C 0.848 -1.293 0.485
C 0.731 0.003 -0.292
N 0.228 -0.007 -1.464
O 1.130 -2.352 -0.418
S -2.609 0.490 0.069
H 1.302 1.206 1.432
H -0.338 1.322 0.675
H 1.129 1.976 -0.020
H -0.119 -1.424 0.966
H 1.719 -1.210 1.239
H -3.167 0.476 1.246
H -0.087 0.954 -1.920
H -0.048 -0.822 -2.006
H 0.951 -3.170 0.041
H -3.453 0.394 -0.909

***

What are the relative energies? In kJ/mol: #A 0.0; #B 100.7; #C 44.8.

***

#A
24
Properties=species:S:1:pos:R:3 method="wB97M-V/def2-TZVPD" total_charge=0
C 0.187 1.443 0.954
C 2.738 -0.928 0.622
O 1.502 -0.362 0.327
O -0.258 1.337 2.229
H -1.182 1.617 2.300
H 1.241 1.677 0.972
H -0.330 2.160 0.326
H 3.323 -1.140 -0.292
H 2.740 -1.863 1.203
H 3.317 -0.181 1.191
C -1.576 0.866 -1.293
C -1.897 -0.562 0.765
C -0.917 -0.014 -0.252
N 0.570 -0.919 -2.003
C 0.093 -0.936 -0.690
H 0.759 0.013 -2.349
H 1.395 -1.492 -2.124
H 0.065 -1.941 -0.283
H -0.844 1.410 -1.900
H -2.207 1.625 -0.816
H -2.205 0.300 -1.991
H -1.387 -1.103 1.566
H -2.499 0.244 1.210
H -2.630 -1.252 0.327

***

#B
24
Properties=species:S:1:pos:R:3 method="wB97M-V/def2-TZVPD" total_charge=0
C 2.455 -0.816 -0.116
C 0.952 -0.939 -0.143
N 0.284 0.343 0.176
C 0.168 0.531 1.651
C -1.248 0.573 2.056
C -0.077 1.245 -0.770
C 0.290 1.080 -2.220
O -0.590 2.309 -0.455
H 2.736 -0.085 -0.893
H 2.898 -1.792 -0.374
H 2.874 -0.483 0.849
H 0.624 -1.299 -1.137
H 0.621 -1.681 0.610
H 0.792 -0.291 2.051
H 0.636 1.487 1.955
H -1.345 0.389 3.140
H -1.779 -0.228 1.515
H -1.729 1.537 1.818
H -0.432 0.325 -2.574
H 1.310 0.715 -2.427
H 0.128 2.013 -2.784
O -3.449 -1.349 -0.563
H -3.330 -1.833 -1.412
H -2.790 -1.752 0.046

***

#C
24
Properties=species:S:1:pos:R:3 method="wB97M-V/def2-TZVPD" total_charge=0
C 1.315 1.310 1.667
N 1.550 0.462 0.529
C 1.272 -0.773 0.553
C 0.671 -1.507 1.721
C 1.557 -1.579 -0.673
H 1.849 0.955 2.552
H 1.670 2.306 1.411
H 0.252 1.369 1.917
H 1.429 -1.644 2.494
H -0.142 -0.929 2.160
H 0.299 -2.482 1.419
H 0.625 -1.777 -1.202
H 2.009 -2.532 -0.406
H 2.218 -1.029 -1.336
C -2.723 1.094 -1.072
C -1.309 0.518 -1.107
O -0.405 1.572 -1.163
O -1.130 -0.365 -2.190
H -2.870 1.744 -1.934
H -2.851 1.679 -0.168
H -3.450 0.287 -1.095
H -1.146 -0.109 -0.217
H 0.474 1.277 -0.857
H -1.168 0.155 -3.004

***

What are the relative energies? In kJ/mol: #A 413.9; #B 0.0; #C 17.1.

***

#A
24
Properties=species:S:1:pos:R:3 method="wB97M-V/def2-TZVPD" total_charge=0
C 0.375 -0.411 0.281
C -1.856 -0.332 -0.871
C 0.062 0.937 0.089
C 2.135 0.367 1.113
C -1.908 -1.584 -1.699
C 3.151 0.788 0.086
N -0.635 1.695 0.969
O -0.161 -1.154 1.282
O -2.516 -0.539 0.417
H -1.148 -1.113 1.186
H -3.364 -1.000 0.306
H 0.885 -0.936 -0.515
H -2.340 0.515 -1.367
H 0.536 1.443 -0.742
H -1.307 1.208 1.548
H -0.697 2.684 0.799
H 2.332 -0.600 1.570
H 1.922 1.101 1.886
H -1.486 -1.400 -2.691
H -1.339 -2.396 -1.233
H -2.936 -1.971 -1.850
H 3.151 0.118 -0.780
H 4.172 0.773 0.488
H 2.972 1.805 -0.274

***

#B
24
Properties=species:S:1:pos:R:3 method="wB97M-V/def2-TZVPD" total_charge=0
C -2.309 -0.660 1.307
N -1.876 0.818 0.950
C -0.669 0.965 0.091
C -0.346 0.085 -1.078
O 0.007 0.401 -2.203
C 0.802 1.022 0.694
C 1.402 -0.439 0.902
C 1.784 2.011 -0.031
H -1.564 -1.081 1.838
H -2.743 -1.081 0.369
H -3.091 -0.312 1.991
H -1.839 1.458 1.703
H -0.811 1.941 -0.529
H -0.437 -1.165 -0.883
H 0.753 1.676 1.612
H 1.210 -0.678 1.954
H 2.534 -0.482 0.840
H 0.903 -1.171 0.494
H 1.609 2.987 0.488
H 2.844 1.755 0.136
H 1.599 1.977 -1.066
O 0.709 -3.279 -0.908
H 1.383 -3.441 -0.225
H 1.063 -2.982 -1.793

***

What are the relative energies? In kJ/mol: #A 160.7; #B 0.0.

***

#A
11
Properties=species:S:1:pos:R:3 method="wB97M-V/def2-TZVPD" total_charge=0
O -1.975 2.282 -0.271
C -0.951 2.397 -0.883
O -0.021 1.447 -1.007
H -0.640 3.308 -1.406
H -0.200 0.699 -0.415
C 0.231 -1.848 0.934
S 1.336 -1.718 -0.504
H -0.123 -0.883 1.281
H -0.639 -2.404 0.597
H 0.732 -2.418 1.709
H 2.252 -0.861 -0.035

***

#B
11
Properties=species:S:1:pos:R:3 method="wB97M-V/def2-TZVPD" total_charge=0
C -0.983 -0.905 -1.331
C -1.139 0.018 -0.381
O 1.730 0.753 -0.034
O 0.213 0.804 2.153
S 1.267 0.105 1.459
H -1.640 -1.762 -1.157
H -0.520 -0.793 -2.283
H 1.014 0.590 -0.565
H -1.906 -0.183 0.469
H -0.550 0.923 -0.393
H 2.514 0.449 2.063

***

#C
11
Properties=species:S:1:pos:R:3 method="wB97M-V/def2-TZVPD" total_charge=0
O 1.632 -1.192 0.304
C 1.838 -0.700 -0.769
O 1.887 0.611 -1.019
H 2.262 -1.328 -1.567
H 1.417 1.074 -0.304
C -1.820 -0.092 0.252
S -1.269 1.430 1.210
H -2.290 -0.742 0.994
H -2.600 0.328 -0.354
H -1.008 -0.349 -0.405
H -0.049 0.960 1.657

***

What are the relative energies? In kJ/mol: #A 0.0; #B 270.2; #C 25.1.